Entry 1:
{
  "formula": "C4H14N2O",
  "method": "ωB97M-V/def2-TZVPD",
  "max_force_ev_per_a": 1.62,
  "energy_ha": -345.51479,
  "de_lowest_kcal_mol": 38.5,
  "lumo_ha": 0.01993,
  "symbols": ["C", "N", "C", "C", "C", "N", "H", "H", "H", "H", "H", "H", "H", "H", "H", "H", "H", "H", "H", "H", "O"],
  "positions_angstrom": [[0.002, 0.961, 0.824], [1.124, 1.529, 1.659], [0.558, 0.136, -0.333], [-0.384, -0.951, -0.928], [0.142, -2.352, -0.608], [1.327, -2.776, -1.422], [-0.666, 1.732, 0.458], [-0.655, 0.444, 1.535], [1.002, 1.140, 2.590], [0.812, 2.478, 1.858], [1.395, -0.437, 0.109], [1.037, 0.787, -1.064], [-0.359, -0.846, -2.014], [-1.382, -0.822, -0.524], [0.360, -2.366, 0.461], [-0.567, -3.146, -0.822], [2.008, -2.018, -1.445], [1.737, -3.473, -0.800], [-1.899, 3.426, 0.603], [-3.038, 3.654, -0.266], [-2.553, 2.899, 0.129]]
}

Entry 2:
{
  "formula": "C2H5O2",
  "method": "ωB97M-V/def2-TZVPD",
  "max_force_ev_per_a": 1.15,
  "energy_ha": -229.68618,
  "de_lowest_kcal_mol": 24.4,
  "total_charge": -1,
  "lumo_ha": 0.16922,
  "symbols": ["O", "H", "O", "C", "C", "H", "H", "H", "H"],
  "positions_angstrom": [[0.912, 2.700, 0.920], [0.539, 2.044, 0.252], [0.091, 0.537, -0.444], [-0.085, -0.691, -0.155], [-0.747, -1.673, -0.858], [0.277, -0.960, 0.858], [-1.555, -1.374, -1.526], [-0.913, -2.616, -0.332], [1.480, 2.033, 1.286]]
}

Entry 3:
{
  "formula": "C19H22N4O4",
  "method": "ωB97M-V/def2-TZVPD",
  "max_force_ev_per_a": 0.91,
  "energy_ha": -1257.16829,
  "de_lowest_kcal_mol": 80.9,
  "lumo_ha": 0.00546,
  "symbols": ["C", "C", "O", "C", "C", "C", "C", "C", "C", "O", "C", "C", "O", "N", "C", "H", "H", "H", "C", "H", "H", "H", "H", "H", "H", "H", "C", "N", "N", "C", "O", "C", "C", "C", "C", "N", "C", "H", "H", "H", "H", "H", "H", "H", "H", "H", "H", "H", "H"],
  "positions_angstrom": [[-1.722, 2.334, -2.126], [-2.317, 2.720, -0.778], [-1.329, 3.101, 0.164], [-0.485, 2.169, 0.682], [-0.687, 0.801, 0.593], [0.159, -0.113, 1.225], [1.231, 0.364, 1.975], [1.459, 1.722, 2.051], [0.636, 2.637, 1.403], [0.980, 3.951, 1.574], [0.745, 4.881, 0.533], [1.279, 4.461, -0.840], [0.575, 4.578, -1.828], [2.533, 3.972, -0.908], [3.495, 3.911, 0.164], [3.739, 2.868, 0.388], [3.120, 4.382, 1.065], [4.412, 4.420, -0.148], [3.028, 3.489, -2.178], [3.330, 2.444, -2.087], [3.886, 4.082, -2.502], [2.231, 3.578, -2.913], [-0.323, 5.084, 0.408], [1.245, 5.801, 0.856], [2.288, 2.111, 2.621], [1.887, -0.326, 2.483], [-0.073, -1.538, 1.121], [-1.050, -1.976, 0.426], [-1.324, -3.296, 0.282], [-0.711, -4.400, 0.803], [0.238, -4.375, 1.561], [-1.336, -5.684, 0.365], [-1.319, -6.765, 1.244], [-1.881, -7.965, 0.848], [-2.436, -8.040, -0.422], [-2.427, -7.032, -1.277], [-1.888, -5.889, -0.899], [-1.878, -5.115, -1.657], [-2.900, -8.949, -0.780], [-1.889, -8.820, 1.505], [-0.869, -6.642, 2.218], [-2.142, -3.437, -0.297], [0.620, -2.179, 1.659], [-1.523, 0.396, 0.049], [-2.948, 1.920, -0.371], [-2.927, 3.621, -0.887], [-1.060, 3.129, -2.461], [-2.520, 2.201, -2.852], [-1.152, 1.411, -2.054]]
}

Entry 4:
{
  "formula": "C8H15N5O",
  "method": "ωB97M-V/def2-TZVPD",
  "max_force_ev_per_a": 3.00,
  "energy_ha": -662.88003,
  "de_lowest_kcal_mol": 0.0,
  "lumo_ha": 0.02442,
  "symbols": ["O", "N", "N", "C", "C", "C", "N", "N", "N", "C", "C", "C", "C", "C", "H", "H", "H", "H", "H", "H", "H", "H", "H", "H", "H", "H", "H", "H", "H"],
  "positions_angstrom": [[-1.746, 0.322, 1.049], [-0.930, -4.556, 1.650], [0.490, 2.066, -1.320], [-0.916, 0.494, 0.181], [-0.549, -4.097, 0.512], [1.058, 3.195, -1.049], [0.238, -4.961, -0.139], [2.123, 3.564, -1.785], [-0.014, -0.500, -0.144], [-0.938, -2.767, -0.038], [0.522, 3.922, 0.136], [0.143, -1.804, 0.459], [-0.531, 2.959, 0.687], [-0.693, 1.915, -0.415], [-1.509, -3.963, 2.235], [0.531, -4.742, -1.063], [0.343, -5.855, 0.290], [2.773, 4.163, -1.292], [2.501, 2.805, -2.349], [0.640, -0.235, -0.905], [-1.028, -2.759, -1.139], [-1.888, -2.464, 0.426], [0.135, 4.897, -0.213], [1.309, 4.129, 0.863], [1.139, -2.203, 0.206], [0.094, -1.796, 1.535], [-1.459, 3.494, 0.871], [-0.219, 2.548, 1.679], [-1.618, 2.230, -0.927]]
}

Entry 5:
{
  "formula": "CH6N3O",
  "method": "ωB97M-V/def2-TZVPD",
  "max_force_ev_per_a": 4.40,
  "energy_ha": -281.04795,
  "de_lowest_kcal_mol": 42.1,
  "total_charge": -1,
  "lumo_ha": [0.17666, 0.17666],
  "symbols": ["C", "N", "N", "N", "O", "H", "H", "H", "H", "H", "H"],
  "positions_angstrom": [[-0.775, -0.992, -0.350], [1.581, 0.173, 0.791], [0.441, 0.895, 0.859], [-0.292, 1.609, 0.008], [-0.144, 1.483, -1.290], [-0.697, 0.015, -0.683], [-0.662, -1.532, -1.234], [-1.691, -1.408, -0.037], [0.064, -1.326, 0.269], [1.790, -0.095, -0.110], [0.384, 1.178, 1.777]]
}

Entry 6:
{
  "formula": "C7H7BrN2",
  "method": "ωB97M-V/def2-TZVPD",
  "max_force_ev_per_a": 3.98,
  "energy_ha": -2954.42790,
  "de_lowest_kcal_mol": 0.0,
  "lumo_ha": 0.01932,
  "symbols": ["C", "C", "C", "C", "C", "C", "C", "N", "N", "Br", "H", "H", "H", "H", "H", "H", "H"],
  "positions_angstrom": [[2.003, 0.234, 1.111], [0.763, 0.856, 0.988], [2.237, -0.958, 0.526], [-0.182, 0.229, 0.195], [0.118, -1.076, -0.287], [-1.577, 1.882, -0.967], [-1.560, 0.826, -0.156], [1.302, -1.666, -0.045], [-0.845, -1.692, -1.029], [-3.131, -0.170, 0.409], [2.749, 0.637, 1.644], [0.675, 1.861, 1.453], [3.128, -1.558, 0.600], [-2.408, 2.370, -1.212], [-0.655, 2.254, -1.301], [-1.818, -1.357, -0.967], [-0.798, -2.671, -0.961]]
}